The following is a DFT calculation (ωB97M-V/def2-TZVPD) of a single C6H5Br molecule.

XYZ file:
```
12
Properties=species:S:1:pos:R:3
C -1.8639 -2.6166 -0.8728
C -0.3167 -1.4324 0.8510
C -1.1743 -1.9723 -0.1301
C 0.7862 -0.8310 0.5001
C 1.6080 1.3556 -0.2540
C 1.7435 -0.1115 0.0259
Br 3.5022 -0.8353 -0.3282
H -2.4691 -3.1347 -1.5543
H -0.5879 -1.5737 1.8895
H 1.9806 1.5972 -1.2478
H 2.1692 1.9369 0.4813
H 0.5597 1.6406 -0.1875
```

Structure (SMILES): C#CC=C=C(C)Br
LUMO (eV): 0.27
HOMO level (eV): -9.364
Spin multiplicity: 1
ΔE to the lowest compared entry with this formula, charge and spin (eV): 3.4621
Total charge: 0

The following is a DFT calculation (ωB97M-V/def2-TZVPD) of a molecular structure, C46H100N8O17S.

XYZ file:
```
172
Properties=species:S:1:pos:R:3
C -6.1384 -1.8273 0.0128
C -4.7807 -1.1413 0.1092
O -4.7264 -0.0025 -0.1056
N -3.7065 -1.8591 0.5589
C -2.3737 -1.2635 0.7357
H -6.8626 -1.5072 0.7619
H -5.9650 -2.8865 0.2033
H -6.6386 -1.6868 -0.9454
H -3.8276 -2.7164 1.0790
H -2.0997 -0.5689 -0.0583
H -1.6814 -2.0605 0.4644
H -2.2065 -0.9100 1.7532
C 1.7463 0.5491 -6.7049
C 1.9282 1.4328 -5.5317
O 2.8343 2.2894 -5.5034
N 0.9607 1.2982 -4.5857
C 0.7874 2.1450 -3.4343
H 2.1691 1.0594 -7.5703
H 0.7135 0.2077 -6.7751
H 2.3669 -0.3392 -6.5868
H 0.2806 0.5625 -4.7131
H 0.2074 2.9943 -3.7953
H 1.7999 2.4553 -3.1761
H 0.1778 1.6526 -2.6767
C -2.8502 0.3652 3.0497
C -2.4960 1.0614 1.7466
O -1.8086 0.5012 0.8424
N -3.0140 2.2671 1.6027
C -2.8045 3.0518 0.3612
H -1.9499 0.1158 3.6112
H -3.4543 -0.5178 2.8416
H -3.5157 1.0474 3.5787
H -3.2568 2.8894 2.3603
H -3.5479 2.9896 -0.4335
H -1.8740 2.9475 -0.1967
H -2.9179 4.1211 0.5399
C -1.5931 1.0251 -4.7743
C -2.0009 1.3018 -3.2815
O -1.6003 2.3010 -2.7171
N -2.8471 0.4662 -2.6836
C -3.2479 0.4887 -1.3239
H -0.5186 0.8456 -4.7389
H -1.8832 1.8898 -5.3711
H -2.1368 0.1466 -5.1215
H -3.5311 0.0128 -3.2725
H -4.1620 1.0222 -1.0630
H -2.4460 1.0270 -0.8187
H -3.2450 -0.5302 -0.9368
C -1.4533 -3.3092 2.4903
C -2.6546 -2.7365 3.1564
O -3.7925 -2.6957 2.6153
N -2.5214 -2.1940 4.3728
C -3.6695 -1.7472 5.2307
H -0.6293 -2.6657 2.7985
H -1.4549 -3.3456 1.4009
H -1.3761 -4.3535 2.7930
H -1.6512 -2.3840 4.8489
H -3.4656 -0.7570 5.6381
H -3.9433 -2.4858 5.9841
H -4.6331 -1.8005 4.7239
C -1.5609 -1.3907 -3.2646
C -0.1796 -1.5424 -3.8846
O 0.3934 -0.5187 -4.3194
N 0.3192 -2.7829 -4.1118
C 1.5909 -3.1214 -4.7185
H -2.1669 -0.6598 -3.8000
H -1.6397 -1.0702 -2.2257
H -2.2043 -2.2679 -3.3318
H -0.3163 -3.5668 -4.0699
H 1.5743 -3.0290 -5.8045
H 1.8319 -4.0986 -4.3000
H 2.4457 -2.5637 -4.3361
C -0.0172 -0.7968 1.7995
C 0.5961 -0.3108 0.4456
O 1.7340 -0.5506 0.1865
N -0.2372 0.3184 -0.4203
C 0.1120 0.7724 -1.7521
H -0.6603 0.0305 2.0998
H 0.8213 -1.0724 2.4390
H -0.6427 -1.6719 1.6231
H -1.2268 0.4545 -0.2711
H 1.1158 0.4810 -2.0613
H -0.1156 1.8370 -1.8065
H -0.5671 0.2268 -2.4073
C 0.0121 4.2011 -2.0278
C -1.3931 4.6321 -1.7557
O -1.5560 5.8028 -1.3781
N -2.4398 3.7789 -1.8813
C -3.8091 4.2111 -1.7586
H 0.7592 4.9945 -2.0515
H -0.2281 3.9767 -3.0671
H 0.2501 3.2686 -1.5161
H -2.2931 2.8173 -2.1533
H -4.3238 3.9565 -0.8322
H -4.3194 3.7660 -2.6128
H -3.9528 5.2809 -1.9104
C 3.5577 -2.1230 1.0235
C 2.5397 -3.0602 1.7047
O 3.2568 -3.5227 2.7862
S 4.2196 -2.2496 3.3744
O 5.4641 -2.5893 4.0829
O 3.2820 -1.3952 4.0763
O 4.5748 -1.6899 1.8800
H 3.0678 -1.2973 0.5075
H 4.1036 -2.6555 0.2447
H 2.3648 -3.9234 1.0624
H 1.6225 -2.5695 2.0303
C 3.2934 1.1651 0.7435
C 4.7764 1.0631 0.4875
C 5.4433 1.3545 1.8197
O 4.3753 1.9845 2.6075
C 3.0728 1.4759 2.2350
H 2.7553 0.2267 0.6090
H 2.6642 1.8124 0.1326
H 5.0122 1.8972 -0.1733
H 5.1934 0.0897 0.2292
H 6.2381 2.0972 1.7505
H 5.8037 0.4276 2.2658
H 2.3306 2.2607 2.3814
H 2.7814 0.6197 2.8434
C 0.9316 4.4059 2.6852
C 0.7911 3.3418 1.6679
C -0.6135 2.7496 1.8578
O -0.6911 2.8706 3.2474
C 0.1371 3.8836 3.7981
H 0.4477 5.2836 2.2568
H 1.9712 4.6434 2.9108
H 1.6874 2.7298 1.7687
H 0.9201 3.6432 0.6283
H -0.8987 1.7577 1.5072
H -1.4271 3.3500 1.4508
H 0.7022 3.6156 4.6908
H -0.6055 4.6064 4.1362
C 3.2540 -0.2239 -1.6588
C 2.9170 -1.6134 -2.1347
C 4.1171 -2.1090 -2.8866
O 5.2039 -1.0869 -2.6058
C 4.4669 0.1556 -2.4812
H 3.4889 -0.1891 -0.5949
H 2.4108 0.4638 -1.7230
H 2.0405 -1.6216 -2.7825
H 2.6337 -2.2593 -1.3037
H 3.8021 -2.1240 -3.9299
H 4.5020 -3.1139 -2.7133
H 4.2226 0.5911 -3.4501
H 5.1149 0.8569 -1.9555
C -0.5492 -0.1790 4.7610
C 0.8180 -0.3601 4.1077
C 1.8093 0.3443 5.0157
O 1.0156 1.1850 5.8953
C -0.3613 1.2246 5.3976
H -0.6224 -0.9077 5.5682
H -1.4386 -0.1901 4.1309
H 0.8834 0.2030 3.1767
H 0.9663 -1.4338 3.9926
H 2.4724 1.0171 4.4720
H 2.2740 -0.4153 5.6444
H -0.4983 2.0027 4.6467
H -1.0108 1.4169 6.2516
C 0.5144 -2.8572 -0.9908
C 1.2058 -4.0815 -0.3223
C 0.1159 -5.1150 -0.2558
O -1.1254 -4.3922 -0.1456
C -0.9782 -3.2645 -0.9997
H 0.9494 -2.5976 -1.9560
H 0.6468 -1.9927 -0.3402
H 1.3377 -3.8670 0.7382
H 2.1554 -4.3606 -0.7790
H 0.2540 -5.7429 0.6244
H 0.0838 -5.7873 -1.1132
H -1.5606 -2.3718 -0.7717
H -1.4021 -3.5138 -1.9725
```

LUMO (eV): -0.27
HOMO level (eV): -7.675
Spin multiplicity: 1
ΔE to the lowest compared entry with this formula, charge and spin (eV): 47.9828
Total charge: 0

The following is a DFT calculation (ωB97M-V/def2-TZVPD) of a molecular structure, C53H52Cl3N2OP2SiTa.

XYZ file:
```
115
Properties=species:S:1:pos:R:3
Ta -0.6714 -1.0459 -0.1648
C 2.3375 1.3095 1.2895
P 1.9984 2.5723 -0.0487
C 3.5044 2.4084 -1.0716
C 3.4093 2.7062 -2.4303
C 4.5157 2.5922 -3.2656
C 5.7300 2.1626 -2.7490
C 5.8410 1.8704 -1.3934
C 4.7390 2.0026 -0.5603
C 2.3307 4.1062 0.8885
C 3.2963 5.0366 0.5141
C 3.4654 6.2059 1.2446
C 2.6770 6.4575 2.3571
C 1.7040 5.5400 2.7324
C 1.5251 4.3781 1.9975
C 1.0958 0.8641 1.9834
C 0.8483 1.1175 3.2998
C -0.4591 0.6629 3.6084
C -0.9777 0.1441 2.4682
C -2.4249 -0.1498 2.2025
P -2.5616 0.6066 0.5249
C -4.0170 0.5539 -0.5380
C -5.0542 1.4773 -0.4100
C -6.1061 1.4684 -1.3144
C -6.1183 0.5629 -2.3658
C -5.0731 -0.3408 -2.5187
C -4.0318 -0.3391 -1.6084
C -2.3015 2.3554 0.8947
C -1.5078 3.1961 0.1204
C -1.4403 4.5503 0.4155
C -2.1651 5.0702 1.4758
C -2.9547 4.2356 2.2550
C -3.0240 2.8818 1.9695
N -0.0187 0.2188 1.4106
H 2.9057 0.4865 0.8655
H 2.9716 1.7666 2.0522
H 2.4588 3.0368 -2.8367
H 4.4303 2.8400 -4.3158
H 6.5933 2.0705 -3.3955
H 6.7933 1.5587 -0.9827
H 4.8497 1.7957 0.4986
H 3.9251 4.8571 -0.3499
H 4.2211 6.9196 0.9428
H 2.8160 7.3673 2.9264
H 1.0798 5.7327 3.5965
H 0.7503 3.6794 2.2896
H 1.5389 1.6068 3.9701
H -0.9874 0.7722 4.5433
H -2.6820 -1.1995 2.2000
H -3.0363 0.3546 2.9483
H -5.0488 2.2059 0.3906
H -6.9123 2.1812 -1.2020
H -6.9355 0.5691 -3.0752
H -5.0681 -1.0355 -3.3489
H -3.2189 -1.0460 -1.7509
H -0.9042 2.8104 -0.6848
H -0.8061 5.1951 -0.1781
H -2.1088 6.1270 1.7033
H -3.5165 4.6381 3.0876
H -3.6499 2.2493 2.5857
C -4.9736 -1.9312 0.9955
Si -3.5710 -3.1305 0.6159
C -4.0473 -3.9435 -1.0074
C -3.5418 -4.2187 2.1389
N -1.7562 -2.5893 0.3774
C -0.9670 -3.8156 0.4911
C -1.4237 -5.0760 0.1039
C -0.7211 -6.2204 0.4414
C 0.4455 -6.1288 1.1830
C 0.9606 -4.8840 1.5064
C 0.2783 -3.7522 1.0968
O 0.7623 -2.4456 1.2573
C 2.1371 -2.3334 1.6184
C 3.1292 -2.7509 0.7479
C 4.4498 -2.5936 1.1360
C 4.7567 -2.0378 2.3755
C 3.7411 -1.6567 3.2374
C 2.4101 -1.8138 2.8616
H -5.5784 -2.4884 1.7187
H -4.7856 -0.9642 1.4421
H -5.5893 -1.7676 0.1119
H -4.4267 -4.9543 -0.8307
H -3.2261 -4.0235 -1.7222
H -4.8525 -3.3799 -1.4808
H -4.1662 -5.0995 1.9593
H -4.0017 -3.6675 2.9620
H -2.5707 -4.5733 2.4729
H -2.3474 -5.1874 -0.4429
H -1.1048 -7.1860 0.1410
H 0.9725 -7.0212 1.4919
H 1.8915 -4.7995 2.0461
H 2.8793 -3.1971 -0.2063
H 5.2417 -2.9201 0.4739
H 5.7907 -1.9220 2.6724
H 3.9759 -1.2474 4.2112
H 1.5972 -1.5367 3.5189
Cl 3.6701 -2.3125 -2.9463
C 3.5266 -0.8204 -2.0842
Cl 1.9610 -0.7537 -1.0892
H 3.4546 0.0320 -2.7448
H 4.2913 -0.7303 -1.3245
Cl -0.7946 0.7840 -2.0134
C -0.1158 -0.0206 -3.4497
C 0.2306 0.7431 -4.5415
C 0.7712 0.0637 -5.6258
C 0.9330 -1.3153 -5.5720
C 0.5552 -2.0351 -4.4467
C 0.0095 -1.3916 -3.3383
C -0.4864 -2.0801 -2.1126
H 0.0940 1.8166 -4.5505
H 1.0659 0.6162 -6.5077
H 1.3536 -1.8363 -6.4219
H 0.6804 -3.1111 -4.4220
H 0.0120 -3.0419 -1.9542
H -1.5509 -2.3273 -2.2647
```

LUMO (eV): -6.69
HOMO level (eV): -12.386
Spin multiplicity: 1
ΔE to the lowest compared entry with this formula, charge and spin (eV): 2.0469
Total charge: +2

The following is a DFT calculation (ωB97M-V/def2-TZVPD) of 8 unconnected molecules or ions with the total composition H16O8.

XYZ file:
```
24
Properties=species:S:1:pos:R:3
O 0.1098 0.2391 -0.9796
H 1.0148 0.4731 -0.8996
H -0.3432 0.7491 -0.4466
O -2.9282 0.1781 -0.0066
H -2.7332 -0.2499 0.8674
H -2.6242 0.9901 0.2694
O -0.5842 -2.4419 0.5964
H -0.3922 -1.5369 0.9744
H -1.5072 -2.7529 0.9864
O 0.2828 -0.2089 1.9644
H 0.1348 0.4931 1.1494
H 0.9548 0.1691 2.6204
O -1.1932 -0.9349 -2.9416
H -2.2352 -1.1769 -2.7726
H -0.9622 -0.6059 -2.1276
O -1.4682 2.1411 0.5564
H -0.9592 2.0961 1.3854
H -1.4062 3.0121 0.2854
O 2.8598 -1.5059 -0.2406
H 2.8488 -1.4289 -1.2526
H 2.4748 -0.6519 0.0174
O 2.5278 0.8971 -0.1486
H 2.8598 1.1391 0.6904
H 3.2698 0.9181 -0.5476
```

Structure (SMILES): O.O.O.O.O.O.O.O
LUMO (eV): -0.71
HOMO level (eV): -9.782
Spin multiplicity: 1
ΔE to the lowest compared entry with this formula, charge and spin (eV): 5.6142
Total charge: 0

| no. | total energy (Eh) |
| --- | --- |
| 1 | -2805.51306 |
| 2 | -3926.21551 |
| 3 | -4644.91256 |
| 4 | -611.37629 |